[1]
The following is a quantum chemistry calculation of C14H11F6N3O6PdS3 as an isolated structure, from the Open Molecules 2025 dataset.

XYZ file:
```
44
Properties=species:S:1:pos:R:3
Pd -1.347 0.085 1.007
C 3.733 -1.537 -4.013
C 3.337 -1.100 -2.625
C 3.821 0.092 -2.093
C 3.485 0.475 -0.803
C 2.658 -0.334 -0.041
C 2.140 -1.510 -0.561
C 2.489 -1.885 -1.849
S 2.261 0.142 1.641
O 2.183 -1.081 2.393
O 3.327 1.054 2.045
N 0.815 0.779 1.492
C 0.508 2.098 1.361
C 1.372 3.217 1.495
C 0.848 4.485 1.395
C -0.512 4.666 1.151
C -1.285 3.530 0.997
N -0.805 2.299 1.085
H 3.992 -0.676 -4.631
H 2.924 -2.082 -4.500
H 4.603 -2.199 -3.976
H 4.469 0.722 -2.693
H 3.861 1.392 -0.369
H 1.448 -2.092 0.034
H 2.090 -2.806 -2.262
H 2.413 3.045 1.705
H 1.499 5.346 1.509
H -0.951 5.654 1.085
H -2.345 3.595 0.773
F -5.483 -0.754 -1.197
C -5.345 -0.480 0.121
F -6.245 0.499 0.398
F -5.758 -1.575 0.792
S -3.577 0.045 0.584
O -3.819 0.309 1.989
O -3.485 1.139 -0.363
N -2.982 -1.360 0.112
S -1.887 -2.124 0.985
O -0.683 -2.504 0.272
O -1.910 -2.009 2.427
C -2.787 -3.798 0.815
F -3.836 -3.905 1.657
F -1.972 -4.848 1.090
F -3.262 -4.009 -0.434
```

Summary:
Multiplicity: 1
Orbital gap: 6.4 eV
Charge: -2
Highest occupied orbital energy: -1.9529 eV

These are the Löwdin partial charges, in e, on atoms 1 to 4: number 1, Pd, carries 0.519; number 2, C, carries -0.071; number 3, C, carries -0.293; number 4, C, carries -0.063

***

[2]
The following is a quantum chemistry calculation of C14H11GaNO4S as an isolated structure, from the Open Molecules 2025 dataset.

XYZ file:
```
32
Properties=species:S:1:pos:R:3
O 2.288 -5.639 3.678
N 3.117 -4.870 3.259
O 3.050 -3.657 3.743
Ga 1.382 -2.629 4.016
S -0.340 -3.687 2.940
H 1.189 -2.430 5.570
H 1.660 -1.310 3.191
H -0.547 -4.630 3.868
C -2.089 4.189 -2.856
C -3.163 3.306 -2.825
C -3.008 2.042 -2.282
C -1.775 1.652 -1.770
C -0.697 2.533 -1.810
C -0.860 3.804 -2.351
C 0.648 2.133 -1.289
O 1.577 2.915 -1.327
C 0.789 0.761 -0.743
C 2.035 0.349 -0.282
C 2.195 -0.921 0.243
C 1.113 -1.790 0.317
C -0.130 -1.390 -0.142
C -0.299 -0.116 -0.677
C -1.640 0.281 -1.179
O -2.598 -0.460 -1.129
H -2.214 5.179 -3.277
H -4.123 3.607 -3.225
H -3.826 1.336 -2.239
H -0.006 4.468 -2.363
H 2.861 1.045 -0.338
H 3.158 -1.240 0.619
H 1.236 -2.777 0.743
H -0.983 -2.052 -0.083
```

Summary:
Multiplicity: 1
Orbital gap: 6.2 eV
Charge: -1
Highest occupied orbital energy: -5.0705 eV

These are the Löwdin partial charges, in e, on atoms 1 to 4: number 1, O, carries -0.114; number 2, N, carries -0.230; number 3, O, carries -0.333; number 4, Ga, carries 0.085

***

[3]
The following is a quantum chemistry calculation of C14H11MnN6O2 as an isolated structure, from the Open Molecules 2025 dataset.

XYZ file:
```
34
Properties=species:S:1:pos:R:3
Mn -1.286 0.060 -1.274
N 2.791 0.291 -2.219
C 1.515 0.032 -2.329
N 0.763 -0.383 -1.329
C 1.301 -0.614 -0.089
N 0.523 -0.880 0.915
N -0.738 -0.606 0.618
C -1.702 -0.705 1.541
C -3.033 -0.521 1.111
C -4.207 -0.635 1.883
C -5.430 -0.208 1.333
C -5.445 0.301 0.014
C -4.337 0.202 -0.788
N -3.152 -0.265 -0.279
C 2.702 -0.627 0.074
C 3.340 -0.921 1.325
C 4.686 -0.839 1.454
C 5.472 -0.323 0.386
C 4.856 -0.045 -0.817
C 3.452 -0.175 -1.039
H 3.347 0.685 -2.967
H 0.998 0.355 -3.251
H -1.385 -0.882 2.563
H -4.182 -1.106 2.841
H -6.367 -0.318 1.901
H -6.327 0.794 -0.445
H -4.258 0.678 -1.800
H 2.765 -1.120 2.254
H 5.208 -1.100 2.386
H 6.507 0.020 0.574
H 5.352 0.482 -1.625
O -1.328 3.658 -1.739
N -1.334 2.521 -1.167
O -1.069 2.193 -0.015
```

Summary:
Multiplicity: 5
Energy above the lowest of the compared OMol25 structures with the same formula, charge and spin: 77.60 kcal per mole
Orbital gap (spin up / spin down): 5.3 / 3.3 eV
<S²>: 6.13
Charge: +2
Highest occupied orbital energy (spin up / spin down): -13.8132 / -13.8990 eV

These are the Löwdin partial charges, in e, on atoms 1 to 4: number 1, Mn, carries 0.929; number 2, N, carries 0.207; number 3, C, carries -0.081; number 4, N, carries 0.055

***

[4]
The following is a quantum chemistry calculation of C14H11N3OS3Y as an isolated structure, from the Open Molecules 2025 dataset.

XYZ file:
```
33
Properties=species:S:1:pos:R:3
Y -0.310 -0.513 -0.388
N -4.653 -1.741 -1.723
C -3.478 -1.202 -1.256
S -2.035 -1.830 -2.000
N -3.618 -0.296 -0.337
N -2.471 0.284 0.176
C -2.732 1.256 0.983
C -1.788 2.039 1.744
C -2.313 3.049 2.567
C -1.515 3.844 3.354
C -0.133 3.639 3.337
C 0.417 2.660 2.544
C -0.381 1.831 1.722
O 0.196 0.922 0.992
H -4.559 -2.617 -2.202
H -5.470 -1.608 -1.150
H -3.785 1.499 1.123
H -3.389 3.191 2.569
H -1.951 4.615 3.976
H 0.510 4.255 3.956
H 1.485 2.487 2.518
S 1.363 0.095 -2.213
C 2.536 -1.215 -1.972
C 3.616 -1.207 -2.867
C 4.636 -2.137 -2.811
C 4.601 -3.123 -1.835
C 3.541 -3.158 -0.948
C 2.491 -2.231 -0.991
S 1.224 -2.479 0.224
H 3.625 -0.427 -3.618
H 5.452 -2.092 -3.523
H 5.393 -3.860 -1.765
H 3.495 -3.926 -0.185
```

Summary:
Multiplicity: 1
Energy above the lowest of the compared OMol25 structures with the same formula, charge and spin: 7.92 kcal per mole
Orbital gap: 6.8 eV
Charge: -1
Highest occupied orbital energy: -4.1308 eV

These are the Löwdin partial charges, in e, on atoms 1 to 4: number 1, Y, carries 0.786; number 2, N, carries 0.028; number 3, C, carries -0.919; number 4, S, carries 0.494

***

[5]
The following is a quantum chemistry calculation of C14H12AuN6O8 as an isolated structure, from the Open Molecules 2025 dataset.

XYZ file:
```
41
Properties=species:S:1:pos:R:3
Au 0.056 -0.334 0.068
O 0.810 0.546 3.925
C 1.070 -0.094 2.948
O 0.456 -0.900 2.232
C 2.587 0.055 2.467
C 3.577 -0.070 3.390
C 4.907 -0.007 2.958
C 5.206 0.054 1.609
C 4.176 0.144 0.685
C 2.800 0.261 1.076
O 1.910 0.579 0.236
N 4.478 0.097 -0.735
O 5.642 0.118 -1.036
O 3.556 0.020 -1.520
N 5.950 -0.035 3.973
O 7.085 -0.017 3.575
O 5.586 -0.079 5.119
H 3.379 -0.195 4.448
H 6.234 0.028 1.267
N -3.888 -1.564 0.047
C -3.375 -2.826 -0.027
C -2.020 -2.692 -0.120
N -1.715 -1.373 -0.106
C -2.855 -0.699 0.000
C -2.840 0.727 0.055
N -1.689 1.384 0.028
C -1.987 2.700 0.089
C -3.348 2.851 0.156
N -3.873 1.598 0.130
H -4.867 -1.345 0.140
H -3.986 -3.705 -0.013
H -1.263 -3.444 -0.195
H -1.226 3.451 0.074
H -3.956 3.730 0.215
H -4.856 1.380 0.164
C 0.164 1.235 -2.714
O 0.638 0.000 -2.195
H 0.356 1.273 -3.791
H 0.646 2.079 -2.221
H -0.909 1.281 -2.537
H 1.613 0.028 -2.183
```

Summary:
Multiplicity: 1
Energy above the lowest of the compared OMol25 structures with the same formula, charge and spin: 55.74 kcal per mole
Orbital gap (spin up / spin down): 4.9 / 4.9 eV
Charge: +1
Highest occupied orbital energy (spin up / spin down): -11.8845 / -11.8856 eV

These are the Löwdin partial charges, in e, on atoms 1 to 4: number 1, Au, carries 1.298; number 2, O, carries 0.133; number 3, C, carries -0.631; number 4, O, carries -0.032

***

[6]
The following is a quantum chemistry calculation of C14H12BeN2O4Se as an isolated structure, from the Open Molecules 2025 dataset.

XYZ file:
```
34
Properties=species:S:1:pos:R:3
Be 1.874 -1.711 -0.753
O 1.254 -1.061 1.783
C 1.561 -1.429 0.705
C 2.153 -1.935 -2.217
O 2.250 -1.979 -3.381
C 0.869 -2.849 -0.645
O -0.029 -3.590 -0.510
C 3.003 -0.712 -0.601
O 3.725 0.212 -0.476
C 4.655 -4.051 -0.390
H 5.306 -3.392 0.192
H 4.081 -4.792 0.176
C 4.624 -4.005 -1.726
H 4.020 -4.701 -2.317
H 5.247 -3.310 -2.296
C -0.347 3.128 -0.591
N -1.083 2.036 0.038
C -0.926 0.697 -0.165
Se 0.374 -0.173 -1.316
N -1.970 0.111 0.474
C -2.794 1.053 1.095
C -4.037 0.969 1.715
C -4.718 2.149 2.063
C -4.114 3.394 1.770
C -2.862 3.474 1.135
C -2.219 2.279 0.836
H 0.528 2.738 -1.130
H -0.003 3.767 0.228
H -0.985 3.708 -1.281
H -2.136 -0.882 0.494
H -4.488 0.004 1.899
H -5.740 2.131 2.487
H -4.659 4.324 1.932
H -2.413 4.399 0.774
```

Summary:
Multiplicity: 1
Energy above the lowest of the compared OMol25 structures with the same formula, charge and spin: 31.39 kcal per mole
Orbital gap: 5.4 eV
Charge: +2
Highest occupied orbital energy: -15.3809 eV

These are the Löwdin partial charges, in e, on atoms 1 to 4: number 1, Be, carries -0.632; number 2, O, carries 0.283; number 3, C, carries -0.137; number 4, C, carries -0.106

***

[7]
The following is a quantum chemistry calculation of C14H12BrKN2O2 as an isolated structure, from the Open Molecules 2025 dataset.

XYZ file:
```
32
Properties=species:S:1:pos:R:3
K -1.734 -1.086 0.372
C 1.811 -0.351 0.514
C 1.921 0.400 1.797
C 3.096 0.979 2.197
C 3.218 1.712 3.390
C 2.050 1.829 4.163
C 0.844 1.274 3.818
C -0.364 1.441 4.690
C 0.649 0.479 2.583
N -0.429 -0.071 2.174
H 2.767 -0.421 -0.019
H 1.080 0.113 -0.167
H 1.425 -1.367 0.679
H 3.970 0.864 1.549
H 4.153 2.166 3.696
H 2.092 2.396 5.098
H -0.132 2.018 5.592
H -0.783 0.468 4.978
H -1.188 1.928 4.152
Br 0.525 1.330 -3.594
C -0.735 0.039 -4.103
C -0.968 -0.229 -5.446
N -1.844 -1.136 -5.869
C -2.522 -1.818 -4.950
C -2.374 -1.630 -3.578
C -1.463 -0.678 -3.158
C -3.210 -2.472 -2.558
O -3.954 -3.321 -3.057
O -2.974 -2.155 -1.371
H -0.404 0.330 -6.187
H -3.239 -2.562 -5.274
H -1.282 -0.467 -2.110
```

Summary:
Multiplicity: 1
Energy above the lowest of the compared OMol25 structures with the same formula, charge and spin: 4.18 kcal per mole
Orbital gap: 2.7 eV
Charge: -2
Highest occupied orbital energy: 1.5073 eV

These are the Löwdin partial charges, in e, on atoms 1 to 4: number 1, K, carries 0.693; number 2, C, carries -0.143; number 3, C, carries -0.280; number 4, C, carries -0.166

***

[8]
The following is a quantum chemistry calculation of C14H12FORuS9 as an isolated structure, from the Open Molecules 2025 dataset.

XYZ file:
```
38
Properties=species:S:1:pos:R:3
Ru -0.317 0.098 0.134
S 3.302 2.740 -1.259
C 2.007 1.775 -0.886
S 1.435 1.636 0.747
S 1.162 0.865 -2.042
S -1.734 -7.089 0.768
C -1.386 -5.460 0.542
S 0.131 -4.751 1.180
C -0.270 -3.138 0.598
C -1.585 -2.898 0.324
S -2.211 -1.390 -0.185
S -2.689 -4.240 0.595
S 0.950 -1.943 0.518
O -0.765 0.027 2.638
S -0.710 -1.373 3.095
C -1.344 -1.258 4.828
C -0.248 -0.494 5.534
C 1.038 -1.260 5.223
C 1.008 -1.604 3.739
H -1.464 -2.272 5.208
H -2.305 -0.748 4.804
H -0.421 -0.398 6.609
H -0.194 0.506 5.095
H 1.075 -2.173 5.823
H 1.917 -0.661 5.463
H 1.294 -2.630 3.520
H 1.611 -0.933 3.130
F -4.930 4.171 -0.396
C -3.837 3.341 -0.338
C -3.495 2.599 -1.451
C -2.428 1.718 -1.361
C -1.702 1.572 -0.178
C -2.045 2.386 0.902
C -3.107 3.272 0.832
H -4.071 2.694 -2.361
H -2.161 1.123 -2.230
H -1.470 2.324 1.820
H -3.380 3.895 1.672
```

Summary:
Multiplicity: 2
Energy above the lowest of the compared OMol25 structures with the same formula, charge and spin: 42.82 kcal per mole
Orbital gap (spin up / spin down): 5.2 / 5.2 eV
<S²>: 0.77
Charge: -2
Highest occupied orbital energy (spin up / spin down): -1.3124 / -1.3291 eV

These are the Löwdin partial charges, in e, on atoms 1 to 4: number 1, Ru, carries 0.495; number 2, S, carries 0.311; number 3, C, carries -1.919; number 4, S, carries 0.405